{"formula": "C33H28N8OPRhSe2", "method": "wB97M-V/def2-TZVPD", "de_lowest_kj_mol": 0.00, "lumo_ev": [-0.20, -0.81], "multiplicity": 5, "symbols": ["Rh", "Se", "P", "Se", "C", "C", "C", "C", "C", "C", "C", "C", "C", "C", "C", "C", "H", "H", "H", "H", "H", "H", "H", "H", "H", "H", "C", "N", "C", "N", "C", "N", "C", "C", "C", "C", "C", "C", "C", "N", "N", "C", "O", "C", "C", "C", "C", "C", "C", "N", "C", "N", "C", "N", "C", "H", "H", "H", "H", "H", "H", "H", "H", "H", "H", "H", "H", "H", "H", "H", "H", "C", "H", "H"], "positions_angstrom": [[-1.130, -0.461, -2.073], [-2.837, 0.637, -3.574], [-0.975, -2.751, -1.522], [1.029, -2.741, -0.672], [-1.181, -4.068, -2.755], [-0.560, -5.304, -2.592], [-0.755, -6.307, -3.529], [-1.567, -6.077, -4.634], [-2.180, -4.846, -4.803], [-1.985, -3.839, -3.864], [-2.187, -3.114, -0.215], [-3.493, -2.661, -0.388], [-4.437, -2.845, 0.614], [-4.082, -3.484, 1.794], [-2.783, -3.943, 1.968], [-1.836, -3.757, 0.969], [0.090, -5.473, -1.742], [-0.270, -7.265, -3.400], [-1.717, -6.857, -5.370], [-2.804, -4.663, -5.668], [-2.455, -2.871, -4.005], [-3.775, -2.138, -1.297], [-5.446, -2.480, 0.476], [-4.820, -3.622, 2.574], [-2.504, -4.447, 2.885], [-0.817, -4.095, 1.111], [4.168, 1.529, -2.451], [2.749, 1.337, -2.672], [1.984, 0.314, -2.291], [0.733, 0.566, -2.627], [0.792, 1.785, -3.238], [2.001, 2.284, -3.280], [4.465, 2.610, -1.438], [5.494, 3.505, -1.683], [5.816, 4.485, -0.752], [5.103, 4.581, 0.427], [4.062, 3.687, 0.674], [3.744, 2.705, -0.254], [3.322, 3.816, 1.933], [3.525, 4.665, 2.880], [2.583, 4.398, 3.858], [1.881, 3.408, 3.430], [2.291, 2.979, 2.209], [0.756, 2.747, 4.095], [0.314, 3.243, 5.320], [-0.753, 2.637, 5.954], [-1.384, 1.544, 5.371], [-0.944, 1.043, 4.157], [-1.620, -0.160, 3.539], [-1.882, 0.030, 2.127], [-1.104, -0.308, 1.102], [-1.628, 0.163, -0.013], [-2.768, 0.787, 0.400], [-2.944, 0.746, 1.698], [0.132, 1.650, 3.519], [4.632, 1.779, -3.404], [4.567, 0.568, -2.122], [2.316, -0.582, -1.790], [-0.077, 2.282, -3.639], [6.048, 3.446, -2.612], [6.619, 5.181, -0.954], [5.330, 5.339, 1.164], [2.926, 2.024, -0.050], [0.812, 4.101, 5.753], [-1.106, 3.022, 6.901], [-2.232, 1.087, 5.867], [-2.570, -0.368, 4.026], [-0.988, -1.045, 3.625], [-0.207, -0.910, 1.156], [-3.462, 1.253, -0.279], [0.488, 1.285, 2.563], [-2.785, 2.403, -2.951], [-3.017, 3.202, -3.638], [-2.707, 2.629, -1.897]], "mulliken_spin": [2.328, 0.411, 0.082, 0.160, 0.002, 0.004, 0.000, 0.003, 0.012, 0.038, -0.004, -0.018, 0.000, 0.005, -0.001, 0.005, 0.003, 0.000, 0.000, 0.000, 0.020, 0.005, 0.000, 0.000, 0.000, -0.001, 0.001, 0.001, 0.025, 0.033, 0.033, 0.002, 0.001, 0.000, 0.000, 0.000, 0.000, -0.001, 0.000, 0.000, 0.000, 0.000, 0.000, 0.000, 0.000, 0.000, 0.000, 0.001, -0.001, 0.003, -0.014, 0.061, 0.016, 0.002, -0.001, 0.000, 0.000, -0.001, -0.026, 0.000, 0.000, 0.000, 0.000, 0.000, 0.000, 0.000, 0.001, 0.000, -0.005, -0.018, 0.000, 0.812, 0.007, 0.014]}

---

{"formula": "C33H28N9O5S4Sc", "method": "wB97M-V/def2-TZVPD", "de_lowest_kj_mol": 216.77, "lumo_ev": -2.07, "multiplicity": 1, "symbols": ["Sc", "S", "C", "S", "S", "O", "C", "O", "C", "C", "C", "C", "C", "C", "N", "C", "C", "C", "C", "C", "C", "N", "H", "H", "H", "H", "H", "H", "H", "H", "H", "H", "O", "C", "C", "O", "O", "C", "C", "C", "C", "C", "C", "C", "C", "C", "C", "C", "C", "H", "H", "H", "H", "H", "H", "H", "H", "H", "H", "H", "S", "C", "N", "C", "C", "C", "N", "H", "H", "H", "H", "N", "N", "N", "C", "N", "N", "H", "H", "H"], "positions_angstrom": [[1.156, 0.555, 0.404], [5.644, -1.747, 0.572], [4.103, -1.138, 0.795], [3.444, -0.949, 2.346], [3.149, -0.770, -0.575], [-6.656, 0.784, 0.390], [-6.137, 1.492, 1.409], [-6.852, 2.016, 2.219], [-4.650, 1.580, 1.457], [-4.062, 2.655, 2.122], [-2.692, 2.781, 2.204], [-1.849, 1.830, 1.604], [-2.451, 0.766, 0.919], [-3.819, 0.627, 0.869], [-0.459, 1.851, 1.638], [0.175, 2.578, 2.514], [1.609, 2.635, 2.577], [2.259, 3.405, 3.556], [3.634, 3.489, 3.555], [4.342, 2.844, 2.545], [3.638, 2.094, 1.616], [2.316, 1.949, 1.644], [-5.976, 0.489, -0.231], [-4.713, 3.390, 2.571], [-2.283, 3.643, 2.708], [-1.821, 0.038, 0.427], [-4.229, -0.246, 0.383], [-0.349, 3.194, 3.246], [1.678, 3.921, 4.306], [4.148, 4.054, 4.317], [5.415, 2.921, 2.481], [4.161, 1.588, 0.809], [0.121, -0.449, -1.156], [-0.011, 0.391, -2.336], [1.063, 1.548, -2.213], [1.448, 2.116, -3.205], [1.370, 1.800, -1.000], [-1.391, 1.018, -2.230], [-1.571, 2.366, -1.945], [-2.845, 2.879, -1.769], [-3.952, 2.060, -1.894], [-3.778, 0.716, -2.190], [-2.507, 0.193, -2.340], [0.255, -0.347, -3.619], [-0.427, 0.002, -4.778], [-0.136, -0.622, -5.977], [0.873, -1.569, -6.036], [1.574, -1.899, -4.889], [1.265, -1.302, -3.680], [0.168, -1.387, -1.442], [-0.720, 3.027, -1.878], [-2.973, 3.927, -1.538], [-4.943, 2.471, -1.762], [-4.637, 0.071, -2.309], [-2.370, -0.856, -2.555], [-1.175, 0.779, -4.734], [-0.693, -0.357, -6.863], [1.118, -2.037, -6.977], [2.373, -2.622, -4.930], [1.842, -1.562, -2.802], [0.436, -3.548, -0.317], [1.991, -3.779, 0.230], [2.206, -3.937, 1.578], [3.442, -4.195, 2.075], [4.479, -4.355, 1.208], [4.203, -4.155, -0.165], [3.010, -3.883, -0.620], [1.427, -3.820, 2.215], [3.531, -4.265, 3.149], [5.474, -4.566, 1.551], [4.976, -4.246, -0.912], [-1.990, -3.243, 1.856], [-1.046, -2.355, 2.202], [-0.530, -2.252, 3.404], [0.337, -1.266, 3.257], [0.346, -0.811, 2.001], [-0.545, -1.518, 1.345], [-2.169, -3.907, 2.600], [-1.758, -3.674, 0.958], [0.972, -0.899, 4.036]], "mulliken_charge": [-1.052, -0.355, 0.344, -0.447, -0.476, -0.550, 0.458, -0.558, 0.590, -1.363, -1.102, 0.203, 0.694, -1.205, 0.988, 0.150, -0.046, -1.010, -0.447, -1.162, -0.366, 0.875, 0.364, 0.498, 0.386, 0.483, 0.805, 0.308, 0.477, 0.446, 0.460, 0.732, 1.584, 2.917, -0.572, -0.667, -0.270, -0.316, -0.217, -1.140, -0.319, -1.359, 0.043, -0.215, -0.369, -0.899, -0.525, -1.053, -0.023, -0.404, 0.694, 0.484, 0.495, 0.586, 0.524, 0.484, 0.422, 0.396, 0.456, 0.099, -0.732, 0.401, 0.183, -0.172, -0.524, -0.164, -0.272, 0.129, 0.384, 0.391, 0.372, -0.708, 0.730, -1.174, -0.627, 0.499, 0.347, 0.304, 0.204, 0.471]}

---

{"formula": "C33H29BrCsN7O7S", "method": "wB97M-V/def2-TZVPD", "de_lowest_kj_mol": 76.58, "lumo_ev": 3.67, "total_charge": -2, "multiplicity": 1, "symbols": ["Cs", "O", "C", "C", "N", "C", "C", "O", "O", "C", "C", "O", "O", "H", "H", "H", "H", "H", "H", "H", "H", "H", "N", "C", "C", "C", "C", "C", "N", "C", "C", "C", "C", "C", "N", "H", "H", "H", "H", "H", "H", "H", "H", "H", "N", "C", "C", "C", "C", "C", "C", "N", "C", "C", "C", "S", "C", "N", "H", "H", "H", "H", "H", "H", "H", "Br", "C", "C", "C", "C", "C", "C", "C", "O", "O", "H", "H", "H", "H"], "positions_angstrom": [[-0.140, -1.931, -0.689], [3.710, -1.514, 0.515], [4.094, -2.770, 1.058], [3.223, -3.149, 2.243], [1.835, -3.400, 1.905], [1.629, -4.716, 1.284], [1.532, -4.782, -0.260], [0.944, -5.794, -0.691], [2.040, -3.842, -0.924], [0.990, -3.290, 3.102], [-0.524, -3.351, 2.774], [-1.163, -4.329, 3.221], [-0.973, -2.399, 2.087], [2.797, -1.648, 0.228], [5.126, -2.656, 1.401], [4.048, -3.541, 0.287], [3.254, -2.317, 2.952], [3.676, -4.027, 2.748], [0.703, -5.142, 1.669], [2.430, -5.413, 1.582], [1.184, -2.323, 3.573], [1.240, -4.092, 3.815], [0.786, 4.005, 2.912], [0.339, 4.200, 1.572], [0.321, 5.488, 1.049], [-0.161, 5.663, -0.239], [-0.576, 4.555, -0.959], [-0.496, 3.309, -0.348], [-0.068, 3.136, 0.900], [1.309, 2.770, 3.312], [0.940, 2.220, 4.542], [1.507, 1.021, 4.922], [2.410, 0.399, 4.072], [2.714, 1.031, 2.876], [2.197, 2.201, 2.508], [0.162, 4.412, 3.591], [0.708, 6.311, 1.636], [-0.174, 6.648, -0.690], [-0.906, 4.628, -1.987], [-0.744, 2.417, -0.910], [0.200, 2.713, 5.162], [1.225, 0.557, 5.860], [2.848, -0.559, 4.315], [3.392, 0.567, 2.166], [-5.333, -1.972, -2.278], [-5.167, -0.858, -3.080], [-6.030, -0.168, -3.924], [-5.501, 0.929, -4.583], [-4.165, 1.319, -4.404], [-3.309, 0.630, -3.563], [-3.829, -0.477, -2.894], [-3.207, -1.345, -2.003], [-4.123, -2.208, -1.674], [-3.917, -3.317, -0.736], [-4.820, -3.791, 0.167], [-4.070, -4.973, 1.157], [-2.621, -4.775, 0.262], [-2.676, -3.901, -0.687], [-6.123, -2.589, -2.249], [-7.061, -0.470, -4.062], [-6.134, 1.498, -5.253], [-3.783, 2.180, -4.938], [-2.271, 0.931, -3.427], [-5.824, -3.444, 0.345], [-1.732, -5.338, 0.516], [1.590, 5.345, -4.058], [2.243, 3.927, -2.957], [3.436, 4.205, -2.297], [3.985, 3.273, -1.432], [3.333, 2.068, -1.218], [2.145, 1.819, -1.882], [1.567, 2.726, -2.772], [0.212, 2.309, -3.406], [-0.214, 2.986, -4.354], [-0.322, 1.315, -2.857], [3.918, 5.160, -2.458], [4.909, 3.501, -0.913], [3.731, 1.332, -0.530], [1.579, 0.917, -1.701]], "mulliken_charge": [1.129, -0.441, -0.576, -0.176, 0.715, -0.710, 0.257, -0.829, -0.699, -0.074, 0.266, -0.757, -0.738, 0.210, 0.463, 0.241, -0.279, 0.294, 0.392, 0.219, -0.034, 0.235, -0.307, 0.312, -0.519, -0.492, -0.603, -0.534, -0.296, 0.745, -0.644, -0.585, -0.577, -0.124, -0.292, 0.261, 0.412, 0.391, 0.553, 0.793, 0.246, 0.383, 0.507, 0.326, 0.010, 0.210, -1.067, -0.229, -0.760, -0.473, 0.261, -0.160, 0.311, -0.170, -0.594, -0.161, 0.029, -0.297, 0.220, 0.342, 0.352, 0.500, 0.937, 0.411, 0.397, -0.182, 0.004, -0.531, -0.589, -0.216, -0.407, 0.314, 0.480, -0.744, -0.761, 0.369, 0.371, 0.406, 0.352]}